Formula: C3H4O3
Source: the Open Molecules 2025 dataset
Level of theory: ωB97M-V/def2-TZVPD

Positions of all 10 atoms, in Å:
1 C 2.243 -0.177 0.065
2 C -2.089 0.378 -0.082
3 C -0.988 -0.544 -0.031
4 O 1.778 0.719 0.750
5 O -1.185 0.129 0.995
6 O 1.606 -0.915 -0.851
7 H 3.239 -0.345 0.071
8 H -2.148 1.334 -0.345
9 H -3.142 0.094 0.085
10 H 0.686 -0.673 -0.657

Output
Gap between HOMO and LUMO = 10.296 eV
Energy = -9313.971 eV
HOMO = -10.25 eV

Atom charges from the Löwdin analysis, given in e for atoms 1 to 4: number 1, C, carries -0.368; number 2, C, carries -0.103; number 3, C, carries 0.026; number 4, O, carries 0.043

Formula: C23H41ClCrP2
Source: the Open Molecules 2025 dataset
Level of theory: ωB97M-V/def2-TZVPD

Positions of all 68 atoms, in Å:
1 Cr -0.546 1.246 -3.777
2 C -1.074 -1.811 0.267
3 C 0.247 -2.270 -0.003
4 C 0.407 -0.276 1.134
5 C -0.967 -0.567 0.954
6 C 1.157 -1.340 0.560
7 C -2.336 -2.473 -0.091
8 H -2.156 -3.414 -0.628
9 H -2.952 -1.823 -0.739
10 H -2.934 -2.710 0.805
11 C -2.109 0.238 1.441
12 H -2.914 0.267 0.695
13 H -1.799 1.268 1.646
14 H -2.527 -0.182 2.369
15 C 0.984 0.900 1.814
16 H 1.476 0.609 2.754
17 H 0.205 1.631 2.053
18 H 1.737 1.396 1.185
19 C 2.628 -1.451 0.581
20 H 3.000 -1.564 1.612
21 H 3.106 -0.556 0.153
22 H 2.960 -2.325 0.008
23 C 0.630 -3.500 -0.733
24 H 1.274 -4.140 -0.113
25 H 1.192 -3.261 -1.648
26 H -0.251 -4.079 -1.020
27 C -1.793 2.131 -4.791
28 C -2.118 0.606 -4.787
29 C -1.610 -0.124 -6.023
30 C -0.091 -0.443 -5.991
31 C 0.623 0.174 -4.813
32 C 0.979 1.618 -4.824
33 C 0.498 2.523 -5.936
34 C -1.062 2.747 -5.953
35 H -1.841 0.459 -6.932
36 H 0.342 -0.179 -6.972
37 H -2.162 -1.064 -6.143
38 H -1.454 2.425 -6.932
39 H -2.551 2.750 -4.306
40 H -3.216 0.506 -4.707
41 H -1.229 3.837 -5.939
42 H 0.962 3.516 -5.831
43 H 1.949 1.885 -4.401
44 H 0.813 2.175 -6.934
45 H 0.028 -1.536 -5.956
46 H 1.284 -0.508 -4.263
47 P -2.625 -0.850 -3.053
48 C -4.235 -0.119 -2.568
49 C -2.800 -2.437 -3.931
50 P 3.911 1.394 -1.502
51 C 2.240 1.087 -1.913
52 C 4.747 0.368 -2.800
53 C 4.084 3.079 -2.251
54 H -4.016 0.731 -1.895
55 H -4.829 -0.869 -2.041
56 H -4.778 0.262 -3.445
57 H -2.004 -2.557 -4.680
58 H -3.780 -2.559 -4.406
59 H -2.666 -3.212 -3.166
60 H 3.897 3.026 -3.333
61 H 5.107 3.435 -2.067
62 H 3.371 3.765 -1.778
63 H 1.474 1.765 -1.535
64 H 1.876 0.067 -2.066
65 H 5.644 -0.072 -2.338
66 H 5.054 0.998 -3.646
67 H 4.079 -0.432 -3.138
68 Cl -1.041 2.015 -1.727

Output
Gap between HOMO and LUMO (spin up / spin down) = 4.384 / 4.630 eV
Spin multiplicity = 4
Energy = -84023.918 eV
Total charge = +1
HOMO (spin up / spin down) = -9.28 / -9.17 eV

Atom charges from the Löwdin analysis, given in e for atoms 1 to 4: number 1, Cr, carries 0.447; number 2, C, carries -0.205; number 3, C, carries -0.207; number 4, C, carries -0.221

Formula: C20H29F6N2O20
Source: the Open Molecules 2025 dataset
Level of theory: ωB97M-V/def2-TZVPD

Positions of all 77 atoms, in Å:
1 N 4.449 -9.816 -15.129
2 H 4.899 -9.135 -15.724
3 H 3.681 -9.494 -14.556
4 H 5.114 -10.249 -14.505
5 H 4.170 -10.520 -15.797
6 N 3.793 -8.485 -19.497
7 H 3.619 -9.263 -18.877
8 H 3.514 -7.623 -19.050
9 H 3.405 -8.753 -20.390
10 H 4.802 -8.456 -19.495
11 C 1.802 -12.731 -17.883
12 C 2.898 -11.776 -17.342
13 O 3.598 -12.135 -16.389
14 O 3.177 -10.592 -17.813
15 H 2.056 -13.772 -17.684
16 H 1.536 -12.578 -18.929
17 H 0.913 -12.546 -17.280
18 C 6.524 -12.982 -17.227
19 C 7.065 -11.537 -17.386
20 O 8.307 -11.863 -18.049
21 C 8.792 -13.104 -17.684
22 O 9.906 -13.618 -17.742
23 O 7.779 -13.767 -17.217
24 F 7.181 -11.017 -16.174
25 H 5.857 -13.153 -18.072
26 H 5.888 -13.059 -16.346
27 H 6.540 -10.884 -18.084
28 C -0.761 -14.731 -19.257
29 C -2.065 -14.809 -20.088
30 O -2.955 -14.200 -19.182
31 C -2.551 -14.233 -17.932
32 O -3.266 -13.928 -16.996
33 O -1.229 -14.515 -17.896
34 F -2.442 -16.074 -20.236
35 H -0.029 -13.979 -19.550
36 H -0.249 -15.673 -19.454
37 H -1.973 -14.426 -21.104
38 C 1.831 -16.622 -17.391
39 C 2.323 -16.547 -15.960
40 O 3.724 -16.660 -16.199
41 C 4.013 -16.310 -17.399
42 O 5.167 -16.077 -17.783
43 O 2.926 -16.087 -18.116
44 F 1.827 -17.562 -15.319
45 H 1.085 -15.844 -17.555
46 H 1.563 -17.614 -17.754
47 H 2.144 -15.651 -15.366
48 C 2.698 -14.553 -21.112
49 C 1.986 -13.980 -22.289
50 O 2.655 -12.765 -22.629
51 C 3.423 -12.442 -21.542
52 O 4.180 -11.486 -21.507
53 O 3.275 -13.355 -20.653
54 F 0.670 -13.760 -21.990
55 H 3.388 -15.372 -21.315
56 H 2.070 -14.831 -20.265
57 H 1.983 -14.664 -23.138
58 C -0.818 -10.307 -16.029
59 C -1.550 -9.143 -15.561
60 O -0.537 -8.432 -14.983
61 C 0.686 -8.997 -15.064
62 O 1.733 -8.496 -14.683
63 O 0.484 -10.244 -15.512
64 F -2.467 -9.370 -14.614
65 H -0.712 -10.447 -17.104
66 H -1.125 -11.164 -15.430
67 H -2.088 -8.683 -16.389
68 C -1.723 -11.023 -20.295
69 C -0.247 -10.559 -20.454
70 O -0.326 -9.147 -20.661
71 C -1.612 -8.760 -20.462
72 O -1.994 -7.592 -20.510
73 O -2.275 -9.793 -19.898
74 F 0.580 -11.180 -21.313
75 H -1.880 -11.883 -19.644
76 H -1.956 -11.259 -21.333
77 H 0.188 -10.625 -19.457

Output
Gap between HOMO and LUMO = 9.090 eV
Energy = -81437.775 eV
Total charge = +1
HOMO = -12.59 eV

Atom charges from the Löwdin analysis, given in e for atoms 1 to 4: number 1, N, carries 0.328; number 2, H, carries 0.140; number 3, H, carries 0.110; number 4, H, carries 0.144

Taking the records one at a time from the top gives relative energy (zero: lowest compared OMol25 entry of this formula, charge and spin) values of 4.729, 1.506, 0.000 eV.
Taking the records one at a time from the top gives strongest force on any atom values of 4.37, 7.45, 6.28 eV/Å.